# 1
Here is a structure of composition C24H22FeN7O3S2Se2Te2 at a distorted geometry from the Open Molecules 2025 dataset. Energies are from ωB97M-V/def2-TZVPD.

```
63
C24H22FeN7O3S2Se2Te2 (ωB97M-V/def2-TZVPD)
Fe 0.06 1.38 -1.17
Se -0.01 3.32 0.27
Te -1.89 4.77 -0.18
Te -2.34 4.10 -2.75
Se -2.16 1.64 -2.44
C 3.90 1.66 1.20
C 2.76 1.35 0.37
N 1.85 1.10 -0.28
H 4.64 0.87 1.11
H 3.58 1.75 2.23
H 4.36 2.62 0.89
N 1.01 2.34 -2.84
C 2.19 3.11 -2.54
C 2.09 4.39 -2.01
C 3.22 5.00 -1.49
C 4.43 4.34 -1.50
C 4.55 3.12 -2.15
C 3.43 2.50 -2.67
S 5.81 4.92 -0.52
O 5.70 4.02 0.63
O 6.98 4.69 -1.33
O 5.50 6.30 -0.21
H 1.27 1.54 -3.41
H 0.30 2.88 -3.32
H 1.12 4.88 -1.98
H 3.16 5.97 -1.02
H 5.53 2.65 -2.21
H 3.50 1.52 -3.12
N -3.16 -3.56 2.90
C -3.39 -4.20 4.10
C -4.15 -5.32 4.44
C -4.16 -5.68 5.77
C -3.44 -4.95 6.74
C -2.69 -3.84 6.40
C -2.67 -3.47 5.05
N -2.02 -2.42 4.44
C -2.33 -2.51 3.18
C -1.84 -1.58 2.15
C -2.30 -1.60 0.84
C -1.78 -0.69 -0.06
N -0.84 0.21 0.26
C -0.42 0.23 1.53
C -0.89 -0.63 2.50
H -3.50 -3.84 2.00
H -4.70 -5.88 3.70
H -4.73 -6.54 6.08
H -3.48 -5.27 7.77
H -2.14 -3.28 7.13
H -3.05 -2.29 0.50
H -2.13 -0.67 -1.08
H 0.32 0.97 1.77
H -0.52 -0.58 3.51
S 0.72 -0.88 -2.39
C -0.34 -1.57 -3.50
N -1.29 -0.81 -4.13
C -2.15 -1.30 -5.03
C -2.08 -2.62 -5.37
C -1.10 -3.37 -4.70
N -0.28 -2.89 -3.80
H -1.38 0.17 -3.83
H -2.87 -0.60 -5.44
H -2.75 -3.06 -6.09
H -1.00 -4.43 -4.91
```

⟨S²⟩: 0.905
2S+1: 2
molecular weight: 989.6 u
F_max: 1.46 eV/A
orbital gap (alpha / beta): 6.56 / 4.97 eV
DFT total energy: -243156.9594 eV
E_LUMO (alpha / beta): -1.23 / -2.81 eV

# 2
Here is the molecule C20H33N3O2S from the Open Molecules 2025 dataset. Energies are from ωB97M-V/def2-TZVPD.

```
59
C20H33N3O2S (ωB97M-V/def2-TZVPD)
C -6.90 -0.25 2.38
C -6.41 -1.23 1.32
O -6.14 -0.60 0.08
C -5.01 0.14 -0.07
C -4.90 0.83 -1.28
C -3.79 1.59 -1.57
C -2.75 1.68 -0.66
N -1.62 2.47 -0.97
C -0.36 2.31 -0.45
S 0.44 3.67 0.07
N 0.18 1.07 -0.44
C -0.29 0.05 -1.36
C -1.04 -1.13 -0.69
O -0.46 -2.38 -1.00
C -0.77 -2.85 -2.29
C 1.52 0.91 0.13
C 1.73 -0.45 0.78
C 3.14 -0.51 1.36
N 4.11 -0.31 0.31
C 5.47 -0.74 0.64
C 6.27 -0.97 -0.64
C 6.22 0.20 1.59
C 3.98 1.03 -0.23
C 2.62 1.16 -0.90
C -2.85 1.01 0.56
C -3.97 0.25 0.85
H -7.14 -0.80 3.29
H -6.14 0.49 2.61
H -7.79 0.26 2.03
H -5.53 -1.79 1.67
H -7.20 -1.95 1.09
H -5.72 0.75 -1.99
H -3.73 2.12 -2.51
H -1.84 3.44 -1.16
H 0.58 -0.36 -1.87
H -0.92 0.53 -2.11
H -2.10 -1.13 -0.99
H -0.98 -1.04 0.39
H -1.85 -2.94 -2.42
H -0.37 -2.20 -3.07
H -0.31 -3.84 -2.36
H 1.60 1.68 0.90
H 1.62 -1.25 0.05
H 1.00 -0.61 1.58
H 3.30 -1.50 1.81
H 3.23 0.25 2.16
H 5.35 -1.71 1.14
H 6.57 -0.03 -1.10
H 7.18 -1.53 -0.40
H 5.68 -1.54 -1.35
H 6.41 1.16 1.11
H 5.65 0.37 2.50
H 7.18 -0.24 1.86
H 4.76 1.19 -0.98
H 4.07 1.80 0.55
H 2.51 2.16 -1.32
H 2.55 0.43 -1.71
H -2.06 1.11 1.29
H -4.01 -0.25 1.80
```

2S+1: 1
molecular weight: 379.6 u
SMILES: CCOc1ccc(NC(=S)N(CCOC)C2CCN(C(C)C)CC2)cc1
F_max: 0.67 eV/A
orbital gap: 8.54 eV
DFT total energy: -40675.7710 eV
E_LUMO: 0.70 eV

# 3
Here is a structure of composition C3H5N3O at a distorted geometry from the Open Molecules 2025 dataset. Energies are from ωB97M-V/def2-TZVPD.

```
12
C3H5N3O (ωB97M-V/def2-TZVPD)
O 2.05 0.21 1.30
C 0.86 0.86 1.43
C -0.25 0.22 0.01
N 0.24 1.32 -0.07
N -1.26 -0.01 -2.08
C -1.34 -1.00 -1.28
N -0.77 -0.92 -0.01
H 2.63 0.76 0.76
H 0.87 1.89 1.76
H 0.23 0.26 2.10
H -1.73 -0.19 -2.96
H -1.84 -1.94 -1.47
```

2S+1: 1
molecular weight: 99.1 u
F_max: 1.55 eV/A
orbital gap: 10.09 eV
DFT total energy: -9706.6439 eV
E_LUMO: 0.83 eV

# 4
Here is a structure of composition C34H35BF6O2S at a distorted geometry from the Open Molecules 2025 dataset. Energies are from ωB97M-V/def2-TZVPD.

```
79
C34H35BF6O2S (ωB97M-V/def2-TZVPD)
C -3.42 4.40 -2.35
C -2.29 3.47 -2.18
C -1.95 2.42 -3.03
C -0.92 1.57 -2.51
C -0.30 2.03 -1.33
B -1.96 -1.71 1.65
C 1.14 2.07 -1.16
C 1.79 3.03 -0.34
C 3.17 3.05 -0.24
C 3.84 4.07 0.62
F 4.98 3.58 1.20
F 4.18 5.21 -0.05
F 3.02 4.46 1.66
C 3.97 2.18 -0.98
C 3.33 1.24 -1.79
C 4.18 0.21 -2.47
F 4.21 -0.96 -1.72
F 3.70 -0.14 -3.70
F 5.48 0.58 -2.61
C 1.95 1.21 -1.93
O -2.69 -0.77 2.32
C -3.86 -0.58 1.50
C -5.08 -0.76 2.39
C -3.80 0.88 1.03
C -3.75 -1.73 0.38
C -4.88 -2.76 0.38
C -3.59 -1.12 -1.01
O -2.55 -2.47 0.70
S -1.22 3.49 -0.83
H -3.92 4.20 -3.31
H -4.16 4.29 -1.55
H -3.08 5.44 -2.38
H -2.49 2.25 -3.96
H -0.61 0.67 -3.04
H 1.20 3.75 0.21
H 5.05 2.22 -0.94
H 1.48 0.59 -2.68
H -6.01 -0.55 1.85
H -5.14 -1.77 2.80
H -5.02 -0.06 3.23
H -4.66 1.13 0.40
H -3.83 1.52 1.92
H -2.86 1.13 0.51
H -5.86 -2.31 0.13
H -4.70 -3.54 -0.36
H -4.97 -3.26 1.35
H -4.53 -0.62 -1.27
H -2.75 -0.39 -1.04
H -3.37 -1.90 -1.75
C 1.80 -6.16 -1.60
C 1.49 -4.80 -1.03
C 0.80 -4.74 0.18
C 0.28 -3.55 0.68
C 0.51 -2.29 0.06
C 0.04 -1.03 0.70
C 0.99 -0.11 1.22
C 0.60 0.92 2.13
C 1.54 1.58 2.91
C 2.91 1.28 2.83
C 3.92 1.94 3.72
C 3.31 0.35 1.85
C 2.40 -0.27 1.03
C 1.32 -2.36 -1.11
C 1.81 -3.56 -1.62
H 2.69 -6.19 -2.23
H 1.92 -6.90 -0.80
H 0.95 -6.51 -2.21
H 0.66 -5.66 0.74
H -0.26 -3.59 1.62
H -0.69 -1.45 1.69
H -0.46 1.15 2.21
H 1.21 2.38 3.59
H 4.89 1.41 3.67
H 4.10 2.97 3.40
H 3.60 1.98 4.77
H 4.37 0.15 1.70
H 2.73 -0.95 0.25
H 1.57 -1.41 -1.61
H 2.48 -3.54 -2.48
```

2S+1: 1
molecular weight: 632.5 u
F_max: 3.21 eV/A
orbital gap: 5.84 eV
DFT total energy: -67737.0100 eV
E_LUMO: -0.58 eV

# 5
Here is a structure of composition C5H5BaO15 at a distorted geometry from the Open Molecules 2025 dataset. Energies are from ωB97M-V/def2-TZVPD.

```
26
C5H5BaO15 (ωB97M-V/def2-TZVPD)
Ba -0.29 0.19 0.11
O 0.97 -1.93 -3.30
C 1.56 -0.69 -3.13
O 1.19 0.04 -2.17
O 2.35 -0.21 -4.02
H 0.39 -1.99 -2.54
O 1.32 -2.74 3.21
C 0.85 -1.77 2.46
O -0.09 -1.04 2.82
O 1.50 -1.61 1.44
H 2.01 -2.77 2.54
O -3.48 3.62 -0.58
C -2.66 2.60 -0.41
O -2.37 2.24 0.78
O -2.19 1.94 -1.30
H -3.48 3.68 0.38
O -2.29 -3.99 -0.62
C -1.92 -2.71 -0.46
O -2.43 -1.95 0.36
O -1.16 -2.25 -1.31
H -1.76 -4.18 -1.40
O 2.53 4.05 0.90
C 2.23 2.84 1.32
O 2.79 2.61 2.40
O 1.50 2.07 0.71
H 2.91 3.95 1.78
```

2S+1: 1
molecular weight: 442.4 u
F_max: 5.34 eV/A
orbital gap: 6.58 eV
charge: -3
DFT total energy: -36676.9685 eV
E_LUMO: 6.84 eV

# 6
Here is a structure of composition C24H23BF4N3O3PtS from the Open Molecules 2025 dataset. Energies are from ωB97M-V/def2-TZVPD.

```
60
C24H23BF4N3O3PtS (ωB97M-V/def2-TZVPD)
Pt 0.54 -3.00 0.21
F 1.61 -1.79 -4.92
C 0.69 -2.15 -3.99
C 1.07 -2.26 -2.67
C 0.14 -2.64 -1.69
C -1.20 -2.86 -2.12
C -1.52 -2.74 -3.47
F -2.78 -2.98 -3.91
C -0.60 -2.39 -4.44
C -2.19 -3.23 -1.08
C -3.58 -3.14 -1.22
C -4.39 -3.46 -0.15
C -3.83 -3.87 1.05
C -2.45 -3.92 1.12
N -1.66 -3.62 0.09
H 2.10 -2.06 -2.40
H -0.88 -2.31 -5.47
H -4.01 -2.81 -2.15
H -5.47 -3.38 -0.25
H -4.43 -4.12 1.91
H -1.93 -4.21 2.03
C 2.55 -2.95 4.01
C 2.12 -2.91 2.57
O 2.85 -2.24 1.77
O 1.07 -3.49 2.24
H 3.58 -2.63 4.12
H 2.42 -3.96 4.40
H 1.90 -2.29 4.58
F 3.45 -3.33 -0.24
B 2.52 -2.39 0.22
F 2.88 -1.13 -0.29
C -1.17 3.98 -1.34
C -0.63 2.81 -2.15
C 0.38 1.98 -1.37
N -0.28 1.36 -0.23
C 0.33 0.62 0.74
S -0.39 -0.64 1.48
N 1.68 0.96 0.99
C 2.25 2.20 1.07
O 3.45 2.37 0.85
C 1.39 3.37 1.50
C 1.86 4.64 1.19
C 1.14 5.76 1.56
C -0.05 5.61 2.26
C -0.51 4.35 2.60
C 0.21 3.22 2.22
H -1.88 4.57 -1.92
H -0.36 4.64 -1.03
H -1.67 3.64 -0.44
H -0.13 3.17 -3.05
H -1.44 2.16 -2.48
H 1.18 2.63 -1.04
H 0.83 1.21 -2.01
H -1.23 1.05 -0.39
H 2.32 0.17 0.96
H 2.80 4.72 0.65
H 1.51 6.75 1.31
H -0.62 6.49 2.55
H -1.42 4.23 3.16
H -0.14 2.24 2.50
```

2S+1: 1
molecular weight: 715.4 u
F_max: 0.63 eV/A
orbital gap: 6.19 eV
charge: -1
DFT total energy: -61510.6868 eV
E_LUMO: 2.50 eV

# 7
Here is a structure of composition C5H6BrCl at a distorted geometry from the Open Molecules 2025 dataset. Energies are from ωB97M-V/def2-TZVPD.

```
13
C5H6BrCl (ωB97M-V/def2-TZVPD)
C 2.03 0.82 -0.35
C -1.51 -0.93 -0.10
C 2.27 -0.04 0.57
C -0.87 -2.03 -0.24
C -2.21 0.31 -0.43
Cl 3.82 -0.72 0.65
Br 1.26 -0.52 2.11
H 2.92 1.02 -1.04
H 1.08 1.43 -0.55
H -1.73 -1.33 1.05
H -1.82 0.63 -1.34
H -2.05 1.11 0.25
H -3.20 0.26 -0.59
```

2S+1: 1
molecular weight: 181.5 u
F_max: 4.44 eV/A
orbital gap: 10.01 eV
DFT total energy: -87841.6341 eV
E_LUMO: 0.30 eV

# 8
Here is a cluster of 3 separate species, C5H13NO in total at a distorted geometry from the Open Molecules 2025 dataset. Energies are from ωB97M-V/def2-TZVPD.

```
20
C5H13NO (ωB97M-V/def2-TZVPD)
C -0.32 -0.99 -0.81
C 0.06 0.49 0.99
C 0.62 0.95 -0.21
C 0.70 -1.46 -1.81
C -1.32 0.92 1.37
N 0.83 -0.09 1.93
O -1.56 -0.65 -1.39
H -1.41 -0.07 -2.14
H -0.52 -1.74 -0.05
H 1.08 2.36 0.64
H 1.83 0.01 1.89
H 0.44 -0.29 2.84
H 1.64 0.71 -0.48
H 0.00 1.48 -0.91
H 0.94 -0.68 -2.54
H 0.34 -2.33 -2.38
H 1.63 -1.75 -1.32
H -1.31 2.00 1.50
H -1.66 0.45 2.30
H -2.01 0.67 0.57
```

2S+1: 1
molecular weight: 103.2 u
F_max: 3.28 eV/A
orbital gap (alpha / beta): 6.71 / 6.71 eV
DFT total energy: -8928.3455 eV
E_LUMO (alpha / beta): 0.83 / 0.83 eV

# 9
Here is a cluster of 2 separate species, C3H8NO3 in total at a distorted geometry from the Open Molecules 2025 dataset. Energies are from ωB97M-V/def2-TZVPD.

```
15
C3H8NO3 (ωB97M-V/def2-TZVPD)
C -0.49 0.42 1.78
N -0.44 -0.39 0.69
C 0.69 -0.85 -0.09
C -0.12 -1.30 -1.70
O 0.81 -1.63 -2.49
O -1.51 0.90 2.22
H 0.46 0.66 2.27
H -1.28 -0.44 0.14
H 1.23 -1.63 0.44
H 1.34 -0.09 -0.47
H -0.53 -0.28 -1.68
H -0.78 -2.12 -1.39
H 1.18 1.46 -0.26
H 0.42 2.69 -0.87
O 0.87 2.36 -0.09
```

⟨S²⟩: 0.767
2S+1: 2
molecular weight: 106.1 u
F_max: 2.59 eV/A
orbital gap (alpha / beta): 10.70 / 7.82 eV
DFT total energy: -10869.7988 eV
E_LUMO (alpha / beta): 0.53 / -2.44 eV

# 10
Here is a structure of composition C3H5N7O3 at a distorted geometry from the Open Molecules 2025 dataset. Energies are from ωB97M-V/def2-TZVPD.

```
18
C3H5N7O3 (ωB97M-V/def2-TZVPD)
C 0.05 0.66 -0.58
C -0.20 0.32 -3.12
C -0.13 -0.08 2.13
N 0.55 -1.29 -1.51
N 0.83 -1.39 -0.23
N -0.36 1.85 -0.47
N 0.81 0.50 2.91
N 0.13 -0.11 -1.79
N 0.53 -0.20 0.36
N -0.54 -1.45 2.39
O -1.22 -1.87 1.51
O 1.63 1.36 2.64
O -0.14 -2.06 3.35
H -0.62 -0.51 -3.60
H -0.89 1.13 -2.97
H 0.83 0.48 -3.50
H -0.93 0.50 1.94
H -0.31 2.14 0.53
```

2S+1: 1
molecular weight: 187.1 u
F_max: 6.20 eV/A
orbital gap (alpha / beta): 5.78 / 6.21 eV
DFT total energy: -19754.8254 eV
E_LUMO (alpha / beta): -2.75 / -2.40 eV

# 11
Here is a structure of composition C20H26CaF6NO19S2 at a distorted geometry from the Open Molecules 2025 dataset. Energies are from ωB97M-V/def2-TZVPD.

```
75
C20H26CaF6NO19S2 (ωB97M-V/def2-TZVPD)
Ca -0.28 -0.28 1.01
C 0.78 -0.47 5.11
F 1.65 0.42 4.52
F 1.31 -0.89 6.27
F -0.42 0.13 5.37
S 0.26 -1.96 4.02
O 0.90 -3.08 4.68
O -1.16 -1.91 4.00
N 0.81 -1.61 2.40
S 2.23 -2.08 2.46
O 2.75 -1.45 1.22
O 3.09 -1.80 3.67
C 2.11 -4.05 2.00
F 2.11 -4.15 0.66
F 3.24 -4.71 2.36
F 1.01 -4.59 2.49
C -0.78 4.60 -0.63
C -1.69 4.34 -1.79
O -1.58 2.91 -1.76
C -1.32 2.49 -0.47
O -1.46 1.39 0.01
O -1.00 3.51 0.23
H -1.06 5.41 0.05
H 0.19 4.74 -1.11
H -1.24 4.68 -2.73
H -2.74 4.59 -1.69
C -5.61 -2.29 0.92
C -5.71 -0.79 0.78
O -4.51 -0.48 0.16
C -3.62 -1.38 0.53
O -2.35 -1.34 0.63
O -4.28 -2.51 0.86
H -5.95 -2.90 0.08
H -6.17 -2.58 1.81
H -5.93 -0.26 1.70
H -6.55 -0.69 0.08
C 1.54 0.72 -5.49
C 2.10 1.06 -4.12
C 1.80 2.41 -3.45
O 1.28 2.15 -2.22
C 1.33 0.90 -1.94
O 0.98 0.38 -0.93
O 1.83 0.21 -3.02
H 0.48 0.47 -5.49
H 2.12 -0.10 -5.91
H 1.89 1.44 -6.23
H 3.15 1.25 -4.31
H 1.16 2.93 -4.17
H 2.46 3.23 -3.17
C 2.42 5.30 0.93
C 3.08 4.14 1.68
C 2.65 4.05 3.22
O 1.44 3.42 3.21
C 1.43 2.68 2.07
O 0.72 1.68 1.86
O 2.50 2.84 1.39
H 1.34 5.41 1.00
H 2.58 5.34 -0.15
H 2.74 6.33 1.11
H 4.16 4.11 1.52
H 2.63 5.04 3.68
H 3.46 3.69 3.84
C -0.15 -6.27 -2.05
C -0.55 -4.89 -2.60
C -1.99 -4.46 -1.99
O -1.61 -3.58 -0.88
C -0.40 -3.07 -1.17
O 0.11 -2.16 -0.61
O 0.20 -3.85 -2.11
H -0.85 -7.04 -2.36
H -0.27 -6.32 -0.97
H 0.90 -6.50 -2.22
H -0.56 -4.83 -3.69
H -2.59 -5.21 -1.47
H -2.54 -3.86 -2.71
```

⟨S²⟩: 0.766
2S+1: 2
molecular weight: 802.6 u
F_max: 5.24 eV/A
orbital gap (alpha / beta): 10.64 / 4.45 eV
charge: +2
DFT total energy: -117950.6701 eV
E_LUMO (alpha / beta): -4.72 / -10.90 eV

# 12
Here is the molecule C18H15N3O2 at a distorted geometry from the Open Molecules 2025 dataset. Energies are from ωB97M-V/def2-TZVPD.

```
38
C18H15N3O2 (ωB97M-V/def2-TZVPD)
C -7.57 -0.67 -0.31
C -6.68 -1.51 0.25
C -5.19 -1.23 0.38
O -4.90 -0.31 -0.37
C -3.67 0.11 -0.13
C -3.37 1.27 -0.65
C -2.00 1.86 -0.97
C -1.01 1.13 -0.32
C 0.41 1.70 -0.24
C 1.49 1.15 0.21
C 1.51 0.11 1.43
N 1.73 -0.78 2.21
C 2.74 1.85 0.18
O 2.95 3.21 -0.05
N 3.89 1.18 0.14
C 3.96 -0.23 -0.32
C 5.32 -0.85 -0.09
C 5.29 -2.06 -0.59
C 4.07 -2.84 -0.57
C 2.97 -2.03 -0.82
N 2.79 -0.75 -0.48
C -1.26 -0.15 0.39
C -2.67 -0.35 0.44
H -8.66 -0.84 -0.64
H -7.24 0.24 -0.59
H -7.17 -2.19 0.76
H -4.78 -2.23 -0.06
H -5.13 -1.36 1.49
H -4.09 1.84 -1.31
H -1.71 2.81 -1.32
H 0.50 2.45 -1.04
H 4.80 1.77 -0.03
H 6.12 -0.52 0.23
H 6.25 -2.61 -0.27
H 4.06 -3.98 -0.84
H 2.08 -2.63 -1.12
H -0.51 -0.88 0.75
H -2.93 -1.38 0.81
```

2S+1: 1
molecular weight: 305.3 u
SMILES: C=CCOc1ccc(/C=C(\C#N)C(=O)Nc2ccccn2)cc1
F_max: 13.99 eV/A
orbital gap: 8.33 eV
DFT total energy: -27462.6929 eV
E_LUMO: -0.61 eV

# 13
Here is a cluster of 3 separate species, C4H8N2O in total from the Open Molecules 2025 dataset. Energies are from ωB97M-V/def2-TZVPD.

```
15
C4H8N2O (ωB97M-V/def2-TZVPD)
N 1.70 -1.14 -1.08
C 1.78 -0.07 -0.33
O 2.52 0.92 -0.25
C 0.65 0.00 0.70
N -0.38 0.77 0.47
C -1.77 0.72 0.83
C -1.32 0.77 -0.61
H 2.46 -1.23 -1.75
H 0.57 -1.77 -0.28
H -0.01 -1.70 0.37
H 0.87 -0.21 1.75
H -2.12 -0.24 1.22
H -2.18 1.61 1.29
H -1.34 -0.14 -1.19
H -1.42 1.70 -1.16
```

2S+1: 1
molecular weight: 100.1 u
F_max: 0.34 eV/A
orbital gap: 8.94 eV
DFT total energy: -9300.8004 eV
E_LUMO: 0.14 eV